Entry 1:
Here is a 8-piece molecular cluster, C21H23BrF8O21P overall at a distorted geometry from the Open Molecules 2025 dataset. Energies are from ωB97M-V/def2-TZVPD.

Element x y z (Å)
1 F 4.25646 -2.84458 0.11277
2 P 5.08399 -2.72205 1.40006
3 Br 5.93274 -0.75609 1.61678
4 H 4.28963 -3.06087 2.49935
5 H 6.10660 -3.67741 1.30707
6 C 2.88921 -0.71319 -1.93337
7 C 1.60169 -0.25989 -1.29053
8 O 1.09133 0.65115 -2.24056
9 C 1.55080 0.25361 -3.46237
10 O 1.11933 0.61832 -4.49880
11 O 2.57657 -0.63333 -3.32090
12 F 1.83517 0.39780 -0.11806
13 H 3.71730 -0.03659 -1.70368
14 H 3.16528 -1.72555 -1.65773
15 H 0.87277 -1.05422 -1.12203
16 C -2.48391 -1.32542 -5.27559
17 C -3.75000 -1.04084 -4.51111
18 O -3.39903 -1.43348 -3.18899
19 C -2.05741 -1.27428 -3.06511
20 O -1.47864 -1.26402 -2.02507
21 O -1.47605 -1.11437 -4.27285
22 F -4.78843 -1.79601 -4.93850
23 H -2.44120 -2.35920 -5.62104
24 H -2.33668 -0.66246 -6.11784
25 H -4.05036 0.00834 -4.50668
26 C -3.95550 3.06262 -8.21165
27 C -3.16110 2.50651 -7.05407
28 O -3.26126 1.10653 -7.26135
29 C -3.42501 0.90441 -8.60781
30 O -3.28923 -0.13936 -9.14506
31 O -3.74850 2.06615 -9.21994
32 F -3.71641 2.81402 -5.85427
33 H -5.01817 3.12715 -7.97407
34 H -3.60111 4.03303 -8.54868
35 H -2.10899 2.79536 -7.04434
36 C 0.29992 -3.17856 3.22712
37 C 0.20359 -2.24872 4.40553
38 O 1.54901 -1.74360 4.50099
39 C 2.06691 -1.78367 3.26732
40 O 3.07239 -1.21239 2.93391
41 O 1.33481 -2.54032 2.43779
42 F -0.09689 -2.90309 5.54324
43 H 0.63066 -4.17460 3.52254
44 H -0.62949 -3.25881 2.67336
45 H -0.48559 -1.41821 4.26876
46 C 0.15925 2.39837 3.69546
47 C -0.27937 2.76993 5.09272
48 O -1.51874 2.08471 5.21163
49 C -1.46228 1.00154 4.40027
50 O -2.21630 0.08517 4.44647
51 O -0.42258 1.09447 3.53312
52 F -0.48864 4.09741 5.22300
53 H -0.25889 3.07675 2.95138
54 H 1.23902 2.35638 3.57914
55 H 0.39303 2.43450 5.88437
56 C -5.67626 -2.21322 3.71681
57 C -5.46668 -2.60310 5.16040
58 O -4.40969 -3.54921 5.06783
59 C -3.68820 -3.23961 3.96283
60 O -2.60188 -3.66228 3.72669
61 O -4.35977 -2.37742 3.17344
62 F -6.55660 -3.20241 5.69158
63 H -6.36521 -2.89307 3.21425
64 H -6.02154 -1.19059 3.59225
65 H -5.15646 -1.78359 5.81039
66 C 6.36081 2.66458 0.83914
67 C 5.89478 4.10022 0.77483
68 O 6.29490 4.59950 2.03749
69 C 7.37747 3.87596 2.45034
70 O 8.09869 4.17122 3.33435
71 O 7.50256 2.74708 1.68859
72 F 4.54775 4.18739 0.66286
73 H 5.60509 2.02844 1.30503
74 H 6.62849 2.26013 -0.13547
75 H 6.36006 4.69095 -0.01570

Output
E   -6108.21040 Eh
Orbital gap   8.3 eV
E_HOMO   -13.1 eV
Net charge   +1
LUMO   -0.17500 Eh


Entry 2:
Here is C21H23Cl2FGeN3Os as an isolated structure from the Open Molecules 2025 dataset. Energies are from ωB97M-V/def2-TZVPD.

Element x y z (Å)
1 Os -0.96882 -1.67667 -0.95453
2 Cl -1.78369 -3.73398 -1.58405
3 C -0.66709 -5.14167 -2.00398
4 Cl -1.57067 -6.62003 -1.90913
5 H 0.12684 -5.10906 -1.26700
6 H -0.31543 -4.97168 -3.01324
7 C 3.13377 -1.83898 -0.92395
8 Ge 1.99826 -1.53700 0.63263
9 C 2.64037 -2.48954 2.20857
10 C 1.80486 0.35576 1.10327
11 C 0.16374 -2.28846 0.32005
12 H 3.61667 -0.91123 -1.22981
13 H 2.55141 -2.20999 -1.76571
14 H 3.90806 -2.56619 -0.68023
15 H 3.62670 -2.11889 2.48966
16 H 2.72474 -3.55733 2.00581
17 H 1.96903 -2.34713 3.05560
18 H 2.79385 0.81475 1.14049
19 H 1.35541 0.45479 2.09320
20 H 1.20306 0.91236 0.38867
21 H -0.20160 -3.03616 1.04741
22 N -2.62392 5.70558 6.42613
23 C -2.50303 5.08262 5.46950
24 C -2.35272 4.30049 4.27174
25 C -2.97991 3.06146 4.17210
26 C -2.84071 2.31026 3.01871
27 C -2.05942 2.79963 1.98331
28 C -1.42844 4.03089 2.07060
29 C -1.58267 4.78718 3.21847
30 N -1.89483 2.01701 0.79800
31 C -1.86947 2.48560 -0.50024
32 C -1.66476 1.40831 -1.29283
33 N -1.57518 0.27713 -0.49786
34 C -1.71024 0.69284 0.75561
35 H -3.58655 2.69906 4.99003
36 H -3.36199 1.36711 2.91934
37 H -0.80516 4.38881 1.26201
38 H -1.09779 5.74914 3.30747
39 H -2.03731 3.52204 -0.73242
40 H -1.60867 1.35138 -2.36537
41 H -1.65034 0.07219 1.63341
42 F 2.66561 -0.18229 -5.69599
43 C 1.86402 -0.50621 -4.67400
44 C 1.22331 -1.72817 -4.68309
45 C 0.40077 -2.05082 -3.61426
46 C 0.19724 -1.18261 -2.53367
47 C 0.85551 0.05408 -2.59456
48 C 1.69302 0.39701 -3.64344
49 H 1.37209 -2.40540 -5.51300
50 H -0.09600 -3.00818 -3.63912
51 H 0.73978 0.77249 -1.79640
52 H 2.20832 1.34773 -3.67390

Output
E   -4165.80375 Eh
Orbital gap (alpha / beta)   7.4 / 7.4 eV
E_HOMO (alpha / beta)   -11.0 / -11.0 eV
Net charge   +1
LUMO (alpha / beta)   -0.13319 / -0.13318 Eh


Entry 3:
Here is one molecule with the formula C21H23ClN2O3 from the Open Molecules 2025 dataset. Energies are from ωB97M-V/def2-TZVPD.

Element x y z (Å)
1 C 2.91629 3.46703 1.78886
2 H 3.28322 4.49077 1.74125
3 O 1.51820 3.55841 1.64493
4 C 0.78404 2.42558 1.63201
5 C -0.58975 2.59259 1.42546
6 C -1.42206 1.50291 1.39007
7 C -0.92717 0.21299 1.61143
8 C 0.44001 0.05001 1.82142
9 C 1.29041 1.13898 1.81049
10 H 2.34735 0.97648 1.95344
11 H 0.86290 -0.93329 1.96122
12 C -1.88079 -0.90765 1.57281
13 O -2.88754 -0.86005 0.89023
14 C -1.58723 -2.13356 2.41983
15 C -1.33599 -3.36842 1.53796
16 H -2.16554 -3.51758 0.85058
17 C -0.00069 -3.21542 0.83313
18 O 1.04110 -3.36085 1.45161
19 N 0.00177 -2.90539 -0.48300
20 C -1.15894 -2.61464 -1.30543
21 H -1.91183 -2.08531 -0.72232
22 H -1.59779 -3.54387 -1.69359
23 C -0.72467 -1.71679 -2.47623
24 N 0.22080 -0.72761 -2.03587
25 C -0.06341 0.60791 -1.90446
26 C -1.37304 1.10454 -1.89602
27 C -1.61242 2.46061 -1.82140
28 C -0.57470 3.37404 -1.73830
29 C 0.71755 2.88220 -1.72466
30 C 0.98625 1.53091 -1.80547
31 H 2.01207 1.20243 -1.82268
32 Cl 2.04720 3.98513 -1.62856
33 H -0.76187 4.43361 -1.68178
34 H -2.63164 2.81635 -1.81707
35 H -2.21485 0.43217 -1.91997
36 C 1.47192 -1.27658 -1.55531
37 H 2.25923 -1.21284 -2.32088
38 C 1.27329 -2.74385 -1.15634
39 H 2.05601 -3.05236 -0.46152
40 H 1.30298 -3.39931 -2.03211
41 H 1.78866 -0.70688 -0.67669
42 H -0.25109 -2.32226 -3.25956
43 H -1.59575 -1.23760 -2.91825
44 H -1.25092 -4.24287 2.18607
45 H -2.47551 -2.31975 3.02849
46 H -0.73640 -1.97222 3.07913
47 H -2.47974 1.62518 1.21378
48 H -0.96693 3.59256 1.28566
49 H 3.19330 3.02590 2.75157
50 H 3.36373 2.88764 0.97605

Output
E   -1609.47269 Eh
Orbital gap   8.3 eV
E_HOMO   -7.8 eV
LUMO   0.01813 Eh
SMILES string   COc1ccc(C(=O)CCC(=O)N2CCN(c3cccc(Cl)c3)CC2)cc1


Entry 4:
Here is one molecule with the formula C21H23ClN2O4S from the Open Molecules 2025 dataset. Energies are from ωB97M-V/def2-TZVPD.

Element x y z (Å)
1 C 3.51249 3.39929 1.17801
2 C 2.89257 2.13245 0.67590
3 C 3.53604 0.91616 0.86089
4 C 2.99176 -0.26400 0.39034
5 C 1.77028 -0.22719 -0.25763
6 C 1.09697 0.97074 -0.41793
7 C 1.65711 2.16067 0.02093
8 C 0.93774 3.44901 -0.22403
9 H 1.50571 4.06730 -0.91918
10 H 0.81630 4.01261 0.69968
11 H -0.04319 3.26001 -0.65162
12 H 0.12870 0.99399 -0.89183
13 S 1.06923 -1.74920 -0.88162
14 C 1.49318 -1.57533 -2.66662
15 C 0.63171 -0.46703 -3.19570
16 O 1.00032 0.65118 -3.42655
17 O -0.64054 -0.88965 -3.31298
18 C -1.66516 0.09888 -3.38438
19 H -1.22201 1.07047 -3.62570
20 H -2.37375 -0.19675 -4.16104
21 C -2.33689 0.19971 -2.00913
22 O -2.21427 1.20461 -1.32538
23 N -3.03889 -0.86552 -1.59377
24 C -3.13465 -2.14575 -2.25632
25 H -4.13316 -2.27336 -2.68399
26 H -2.96358 -2.93204 -1.51949
27 H -2.38724 -2.24344 -3.03557
28 C -3.64500 -0.81175 -0.27259
29 H -3.89500 0.22563 -0.04231
30 H -4.54551 -1.42777 -0.27334
31 C -2.63706 -1.38428 0.73570
32 O -2.64944 -2.55369 1.04969
33 N -1.74636 -0.45559 1.15358
34 C -0.62551 -0.64855 1.96171
35 C -0.05713 -1.89952 2.18096
36 C 1.08883 -2.02247 2.94444
37 C 1.68820 -0.90632 3.50056
38 C 1.12750 0.34434 3.30693
39 C -0.02208 0.46610 2.55091
40 Cl -0.73151 2.03056 2.33683
41 H 1.57637 1.22406 3.74064
42 H 2.58765 -1.00227 4.08848
43 H 1.51860 -3.00029 3.09664
44 H -0.52043 -2.76704 1.74294
45 H -1.86789 0.49742 0.81967
46 H 1.24294 -2.53324 -3.11569
47 H 2.55092 -1.34280 -2.76565
48 H 3.50287 -1.20469 0.52433
49 H 4.48763 0.89155 1.37262
50 H 3.65925 4.10302 0.35964
51 H 2.86229 3.87773 1.91021
52 H 4.47414 3.20171 1.64475

Output
E   -2082.95373 Eh
Orbital gap   9.1 eV
E_HOMO   -8.5 eV
LUMO   0.02172 Eh
SMILES string   Cc1ccc(SCC(=O)OCC(=O)N(C)CC(=O)Nc2ccccc2Cl)cc1C


- What is the E in the first record?
  -6108.21040 Eh


- Which value of E does entry 1 give?
  -6108.21040 Eh


- Which value of E does entry 2 give?
  -4165.80375 Eh


Repeat the fourth record exactly.
Here is one molecule with the formula C21H23ClN2O4S from the Open Molecules 2025 dataset. Energies are from ωB97M-V/def2-TZVPD.

Element x y z (Å)
1 C 3.51249 3.39929 1.17801
2 C 2.89257 2.13245 0.67590
3 C 3.53604 0.91616 0.86089
4 C 2.99176 -0.26400 0.39034
5 C 1.77028 -0.22719 -0.25763
6 C 1.09697 0.97074 -0.41793
7 C 1.65711 2.16067 0.02093
8 C 0.93774 3.44901 -0.22403
9 H 1.50571 4.06730 -0.91918
10 H 0.81630 4.01261 0.69968
11 H -0.04319 3.26001 -0.65162
12 H 0.12870 0.99399 -0.89183
13 S 1.06923 -1.74920 -0.88162
14 C 1.49318 -1.57533 -2.66662
15 C 0.63171 -0.46703 -3.19570
16 O 1.00032 0.65118 -3.42655
17 O -0.64054 -0.88965 -3.31298
18 C -1.66516 0.09888 -3.38438
19 H -1.22201 1.07047 -3.62570
20 H -2.37375 -0.19675 -4.16104
21 C -2.33689 0.19971 -2.00913
22 O -2.21427 1.20461 -1.32538
23 N -3.03889 -0.86552 -1.59377
24 C -3.13465 -2.14575 -2.25632
25 H -4.13316 -2.27336 -2.68399
26 H -2.96358 -2.93204 -1.51949
27 H -2.38724 -2.24344 -3.03557
28 C -3.64500 -0.81175 -0.27259
29 H -3.89500 0.22563 -0.04231
30 H -4.54551 -1.42777 -0.27334
31 C -2.63706 -1.38428 0.73570
32 O -2.64944 -2.55369 1.04969
33 N -1.74636 -0.45559 1.15358
34 C -0.62551 -0.64855 1.96171
35 C -0.05713 -1.89952 2.18096
36 C 1.08883 -2.02247 2.94444
37 C 1.68820 -0.90632 3.50056
38 C 1.12750 0.34434 3.30693
39 C -0.02208 0.46610 2.55091
40 Cl -0.73151 2.03056 2.33683
41 H 1.57637 1.22406 3.74064
42 H 2.58765 -1.00227 4.08848
43 H 1.51860 -3.00029 3.09664
44 H -0.52043 -2.76704 1.74294
45 H -1.86789 0.49742 0.81967
46 H 1.24294 -2.53324 -3.11569
47 H 2.55092 -1.34280 -2.76565
48 H 3.50287 -1.20469 0.52433
49 H 4.48763 0.89155 1.37262
50 H 3.65925 4.10302 0.35964
51 H 2.86229 3.87773 1.91021
52 H 4.47414 3.20171 1.64475

Output
E   -2082.95373 Eh
Orbital gap   9.1 eV
E_HOMO   -8.5 eV
LUMO   0.02172 Eh
SMILES string   Cc1ccc(SCC(=O)OCC(=O)N(C)CC(=O)Nc2ccccc2Cl)cc1C